(1)
The following is a DFT calculation (ωB97M-V/def2-TZVPD) of one molecule with the formula C5H8N8O.

```
22
C5H8N8O, DFT ωB97M-V/def2-TZVPD
N -4.16 2.33 1.89
C -3.08 2.32 1.41
N -1.97 -0.12 -0.19
N 0.16 0.75 -0.24
N -0.14 -1.54 -0.23
O -1.70 2.10 -0.48
C -1.14 0.89 -0.38
C -1.41 -1.25 -0.12
C 0.56 -0.45 -0.25
N -1.97 -3.56 0.29
N 2.52 -1.85 0.35
N -2.35 -2.22 0.09
N 1.93 -0.57 0.04
C -1.82 2.66 0.83
H -0.98 -3.74 0.62
H -2.71 -4.08 0.80
H 1.78 -2.52 0.76
H 3.07 -2.28 -0.40
H -3.11 -1.82 0.58
H 2.54 0.20 -0.18
H -1.55 3.76 0.78
H -1.02 2.22 1.45
```

Values from the calculation:
- multiplicity = 1
- gap between HOMO and LUMO (Ha) = 0.331
- structure (SMILES) = N#CCOc1nc(NN)nc(NN)n1
- HOMO (eV) = -8.3563
- total charge = 0
- energy relative to the best compared isomer or geometry (same formula, charge and spin) (kJ/mol) = 156.0

=====

(2)
The following is a DFT calculation (ωB97M-V/def2-TZVPD) of C24H19N4O4Os as an isolated structure.

```
52
C24H19N4O4Os, DFT ωB97M-V/def2-TZVPD
Os -1.46 0.77 1.46
C -2.08 1.07 3.59
C -3.24 1.26 2.82
C -3.19 2.14 1.71
C -2.04 2.94 1.48
C -0.93 2.84 2.34
C -0.91 1.87 3.36
H -2.06 0.31 4.37
H -4.10 0.62 2.97
H -4.03 2.21 1.03
H -2.01 3.62 0.64
H -0.03 3.41 2.14
H -0.03 1.73 3.96
C 2.05 -0.19 -0.71
C 1.10 -0.01 0.26
N 0.03 0.82 0.08
C -0.06 1.53 -1.07
C 0.88 1.43 -2.08
C 1.94 0.52 -1.90
C 0.66 2.15 -3.33
C 1.56 2.84 -4.05
C 2.94 3.13 -3.68
C 3.76 3.82 -4.57
C 5.07 4.05 -4.15
N 5.48 3.65 -2.96
C 4.66 2.95 -2.17
N 3.40 2.72 -2.49
H 2.85 -0.90 -0.55
H 1.15 -0.55 1.20
H -0.93 2.16 -1.19
H 2.63 0.33 -2.71
H -0.36 2.15 -3.70
H 1.22 3.29 -4.98
H 3.40 4.17 -5.53
H 5.78 4.60 -4.76
H 5.04 2.61 -1.21
O -3.22 -2.15 -0.42
C -2.49 -2.24 0.48
O -1.92 -0.88 0.97
C -1.96 -3.35 1.24
C -1.23 -3.22 2.43
C -0.81 -4.35 3.10
C -1.10 -5.62 2.59
C -1.80 -5.71 1.40
C -2.25 -4.61 0.71
N -2.10 -7.06 0.84
O -2.53 -7.09 -0.28
O -1.86 -8.00 1.56
H -1.01 -2.25 2.85
H -0.26 -4.27 4.03
H -0.79 -6.52 3.10
H -2.81 -4.74 -0.20
```

Values from the calculation:
- multiplicity = 1
- gap between HOMO and LUMO (spin up / spin down) (Ha) = 0.101 / 0.100
- HOMO (spin up / spin down) (eV) = -16.8335 / -16.8314
- total charge = +3

=====

(3)
The following is a DFT calculation (ωB97M-V/def2-TZVPD) of C2H2BaO3 as an isolated structure.

```
8
C2H2BaO3, DFT ωB97M-V/def2-TZVPD
C 0.68 -0.68 -0.46
Ba 2.72 1.03 -0.61
H 0.21 -0.98 -1.40
O -1.71 0.74 -0.88
C -1.54 0.09 0.13
O -0.43 -0.48 0.49
O -2.42 0.15 1.14
H -2.02 -0.19 1.95
```

Values from the calculation:
- multiplicity = 1
- gap between HOMO and LUMO (spin up / spin down) (Ha) = 0.142 / 0.142
- HOMO (spin up / spin down) (eV) = -4.8875 / -4.8771
- total charge = 0
- energy relative to the best compared isomer or geometry (same formula, charge and spin) (kJ/mol) = 190.1

=====

(4)
The following is a DFT calculation (ωB97M-V/def2-TZVPD) of C5H13N3O2 as an isolated structure.

```
23
C5H13N3O2, DFT ωB97M-V/def2-TZVPD
C -1.07 0.26 0.97
C -1.20 1.76 0.74
C 1.28 -0.38 0.70
N 1.87 0.78 1.12
O 1.35 -1.47 1.26
H 2.13 1.44 0.41
H 2.46 0.68 1.93
H -0.66 0.01 1.95
H -2.06 -0.20 1.03
H -0.23 2.25 0.75
H -1.83 2.22 1.51
H -1.68 1.97 -0.22
C -1.13 -2.06 -0.51
N 1.08 -0.43 -0.81
C -0.81 -0.61 -0.75
N 1.41 0.74 -1.56
O -1.21 0.06 -1.67
H 1.39 -1.32 -1.18
H 1.97 0.46 -2.36
H 0.51 1.09 -1.91
H -0.50 -2.44 0.30
H -2.18 -2.17 -0.27
H -0.91 -2.63 -1.42
```

Values from the calculation:
- multiplicity = 1
- gap between HOMO and LUMO (Ha) = 0.324
- HOMO (eV) = -8.1802
- total charge = 0
- energy relative to the best compared isomer or geometry (same formula, charge and spin) (kJ/mol) = 340.3

=====

The E results, record by record, are as follows: -19279.9848, -41778.4926, -8937.1978, -13958.5078 eV.
The max |F| results, record by record, are as follows: 5.6, 1.8, 3.1, 4.3 eV/A.